i | 16
Properties=species:S:1:pos:R:3:lowdin_charge:R:1 method="wB97M-V/def2-TZVPD" multiplicity=1 gap_ev=10.758 e_lumo_ev=0.483 smiles="CNC(=O)O.O.O" homo_energy_ev=-10.28
C 1.524 0.552 -1.691 -0.084
N 0.967 0.164 -0.396 0.038
C -0.336 -0.276 -0.423 -0.621
O -1.157 -0.096 0.452 0.043
O -0.606 -0.867 -1.599 0.102
H 1.476 -0.249 -2.478 0.102
H 0.994 1.469 -2.082 0.095
H 2.510 1.053 -1.505 0.095
H 1.182 0.648 0.452 0.123
H -1.589 -1.025 -1.585 0.161
O -0.008 1.939 2.605 -0.067
H -0.830 2.374 2.876 0.044
H -0.328 1.206 2.069 -0.012
O -1.253 -2.729 0.963 -0.073
H -1.856 -1.980 0.803 0.015
H -0.691 -2.183 1.540 0.038

---

ii | 16
Properties=species:S:1:pos:R:3:lowdin_charge:R:1 method="wB97M-V/def2-TZVPD" multiplicity=1 gap_ev=10.814 e_lumo_ev=0.368 smiles="CNC(=O)O.O.O" homo_energy_ev=-10.45
C -2.215 1.610 -0.723 -0.056
N -0.999 0.814 -0.436 0.032
C -0.168 1.088 0.613 -0.611
O 1.027 0.907 0.599 0.072
O -0.840 1.412 1.755 0.097
H -2.142 2.165 -1.655 0.083
H -3.067 0.943 -0.731 0.079
H -2.280 2.362 0.059 0.083
H -0.545 0.526 -1.284 0.133
H -1.615 0.850 1.876 0.124
O 2.223 -3.087 -2.831 -0.030
H 1.551 -2.457 -3.008 0.008
H 2.589 -2.915 -1.977 0.021
O 0.651 -1.787 1.316 -0.076
H 1.355 -1.947 1.964 0.044
H 1.026 -0.991 0.897 -0.004

---

i comes first in stability; the runner-up is 17.1 kJ/mol higher.

---

i | 19
Properties=species:S:1:pos:R:3:lowdin_spin:R:1 method="wB97M-V/def2-TZVPD" multiplicity=2 gap_ev="6.070 / 7.220" e_lumo_ev="-7.747 / -5.780" homo_energy_ev="-13.82 / -13.00" total_charge=+1
C -0.054 -1.204 0.079 -0.084
N -0.712 0.060 -0.119 -0.674
C -1.023 0.578 -1.444 -0.081
C -1.584 1.982 -1.249 -0.002
S 3.657 -2.271 0.414 1.883
C 0.731 -1.247 1.419 0.048
N 1.155 0.153 1.679 0.006
H 0.602 -1.554 -0.721 -0.028
H -0.899 -1.906 0.198 -0.039
H -0.213 0.726 0.508 -0.019
H -0.275 0.535 -2.237 -0.032
H -1.846 -0.102 -1.714 -0.024
H -2.359 1.988 -0.482 0.000
H -1.936 2.560 -2.097 0.000
H -0.784 2.588 -0.807 0.000
H 1.659 -1.793 1.164 0.042
H 0.278 -1.705 2.292 0.000
H 1.961 0.193 2.305 0.003
H 1.643 0.421 0.811 0.000

---

ii | 19
Properties=species:S:1:pos:R:3:lowdin_spin:R:1 method="wB97M-V/def2-TZVPD" multiplicity=2 gap_ev="9.695 / 6.475" e_lumo_ev="-3.801 / -6.995" homo_energy_ev="-13.50 / -13.47" total_charge=+1
C 1.235 -1.572 1.018 0.000
C -0.292 -3.066 -0.024 0.002
N 0.060 -1.877 0.211 -0.003
H 0.928 -1.076 1.939 0.000
H 1.860 -0.862 0.477 0.000
H 1.798 -2.471 1.258 0.000
H 0.257 -3.917 0.370 0.000
H -1.154 -3.264 -0.652 0.000
H -0.495 -0.899 -0.312 0.019
C 0.190 1.817 0.865 0.009
C -0.948 1.883 -0.153 0.093
S -1.043 0.422 -1.215 0.823
N 1.549 1.769 0.304 0.010
H 0.057 0.930 1.492 0.000
H 0.105 2.667 1.541 -0.001
H -0.837 2.735 -0.825 0.006
H -1.902 1.974 0.378 0.030
H 1.864 2.714 0.109 0.000
H 1.505 1.333 -0.613 0.011

---

iii | 19
Properties=species:S:1:pos:R:3:lowdin_spin:R:1 method="wB97M-V/def2-TZVPD" multiplicity=2 gap_ev="9.719 / 4.787" e_lumo_ev="-2.939 / -7.772" homo_energy_ev="-12.66 / -12.56" total_charge=+1
C -1.482 -0.226 -0.176 0.136
N -0.400 0.673 -0.107 0.303
C 0.678 0.340 0.900 0.024
C 1.452 -0.933 0.466 0.022
S 3.087 -0.761 -0.341 0.012
C -2.931 0.364 0.303 0.124
N -3.267 1.578 -0.310 0.288
H -1.346 -1.026 0.560 0.020
H -1.578 -0.766 -1.116 0.010
H 0.103 0.850 -0.974 0.012
H 1.294 1.241 0.864 0.000
H 0.284 0.284 1.913 0.003
H 0.715 -1.361 -0.191 0.000
H 1.572 -1.648 1.282 0.004
H 2.594 -1.007 -1.581 0.001
H -2.953 0.144 1.374 0.007
H -3.629 -0.346 -0.154 0.012
H -3.457 1.521 -1.296 0.008
H -2.941 2.467 0.044 0.013

---

ii comes first in stability; the runner-up is 53.0 kJ/mol higher.

---

i | 19
Properties=species:S:1:pos:R:3:lowdin_charge:R:1 method="wB97M-V/def2-TZVPD" multiplicity=1 gap_ev=9.620 e_lumo_ev=0.737 homo_energy_ev=-8.88
C 2.504 -0.224 0.143 -0.156
C 1.537 -1.116 -0.713 -0.198
C 0.081 -0.721 -0.830 -0.174
C -0.814 0.180 -0.435 -0.626
C -0.033 1.201 0.456 -0.538
Cl 0.491 2.650 -0.614 0.452
S -2.553 0.454 -1.002 0.759
C -3.261 -0.024 0.606 -0.486
H 2.582 0.791 0.018 0.014
H 3.525 -0.665 -0.073 0.105
H 2.203 -0.431 1.164 0.074
H 1.953 -0.990 -1.804 0.147
H 1.657 -2.157 -0.330 0.119
H -0.366 -1.225 -1.690 0.093
H -0.516 1.615 1.500 0.110
H 1.136 0.771 0.720 0.058
H -4.334 0.642 0.805 0.099
H -2.539 0.501 1.481 0.068
H -3.252 -1.252 0.598 0.079

---

ii | 19
Properties=species:S:1:pos:R:3:lowdin_charge:R:1 method="wB97M-V/def2-TZVPD" multiplicity=1 gap_ev=8.528 e_lumo_ev=-0.272 smiles="C[C@H](Cl)C[C@@H](C)C=S" homo_energy_ev=-8.80
C -1.119 -2.165 -0.115 -0.148
C -1.498 -0.787 0.541 -0.681
Cl -2.589 0.079 -0.590 0.591
C -0.346 0.234 0.736 -0.282
C 0.562 0.725 -0.355 -0.482
C 1.257 2.089 0.070 -0.048
C 1.611 -0.127 -0.866 -0.599
S 2.171 -1.494 -0.139 0.706
H -2.119 -2.664 -0.271 0.080
H -0.655 -2.007 -1.113 0.067
H -0.484 -2.666 0.615 0.055
H -2.160 -0.939 1.392 0.089
H -0.867 1.193 1.120 0.127
H 0.280 -0.172 1.535 0.100
H -0.087 1.032 -1.210 0.132
H 0.474 2.854 0.283 0.088
H 1.714 2.500 -0.777 0.053
H 1.838 2.171 0.983 0.086
H 2.018 0.145 -1.839 0.065

---

ii comes first in stability; the runner-up is 305.0 kJ/mol higher.

---

i | 17
Properties=species:S:1:pos:R:3:lowdin_charge:R:1 method="wB97M-V/def2-TZVPD" multiplicity=1 gap_ev=9.554 e_lumo_ev=3.917 homo_energy_ev=-5.64 total_charge=-1
O 1.248 -0.830 -0.778 -0.377
H 2.100 -0.525 -1.093 -0.028
O -0.723 -0.447 -2.478 -0.124
H -1.237 -1.243 -2.330 0.024
H 0.046 -0.558 -1.830 -0.016
O 1.358 -1.850 1.600 -0.146
H 1.943 -2.604 1.456 0.023
H 1.324 -1.492 0.635 -0.014
O 0.198 1.381 0.335 -0.110
H 0.095 1.144 1.262 -0.009
H 0.653 0.615 -0.120 -0.010
O -0.305 -0.103 2.993 -0.086
H -1.214 -0.368 2.788 0.041
H 0.211 -0.747 2.479 -0.017
O -1.821 2.062 -1.706 -0.118
H -1.284 1.291 -1.965 -0.022
H -1.403 2.241 -0.855 -0.011

---

ii | 17
Properties=species:S:1:pos:R:3:lowdin_charge:R:1 method="wB97M-V/def2-TZVPD" multiplicity=1 gap_ev=9.608 e_lumo_ev=3.940 homo_energy_ev=-5.67 total_charge=-1
O -0.632 0.078 -1.587 -0.376
H -1.516 -0.108 -1.913 -0.039
O 0.431 -2.434 -1.309 -0.115
H 1.328 -2.350 -1.692 0.032
H 0.031 -1.615 -1.681 -0.023
O 0.211 2.341 -1.026 -0.183
H 1.031 2.156 -1.492 0.016
H -0.312 1.410 -1.229 -0.016
O -0.524 -0.112 1.315 -0.080
H -0.719 -0.233 0.350 0.029
H 0.292 0.391 1.244 0.033
O 0.142 3.085 1.556 -0.115
H 0.373 2.386 2.157 -0.011
H 0.272 2.719 0.635 -0.019
O 0.065 -2.765 1.872 -0.113
H -0.251 -3.119 1.037 -0.003
H -0.221 -1.830 1.763 -0.017

---

i comes first in stability; the runner-up is 36.1 kJ/mol higher.

---

i | 8
Properties=species:S:1:pos:R:3:lowdin_charge:R:1 method="wB97M-V/def2-TZVPD" multiplicity=1 gap_ev=9.975 e_lumo_ev=-6.054 smiles="C1=[NH+]OON1" homo_energy_ev=-16.03 total_charge=+1
C 0.739 0.033 -0.041 -0.082
N 0.176 -1.135 0.065 0.270
O -1.450 -0.709 -0.168 0.068
O -1.362 0.593 0.246 0.003
N -0.037 1.032 -0.137 0.183
H 1.772 0.207 -0.081 0.176
H 0.218 -1.988 0.605 0.182
H -0.056 1.967 -0.490 0.200

---

ii | 8
Properties=species:S:1:pos:R:3:lowdin_charge:R:1 method="wB97M-V/def2-TZVPD" multiplicity=1 gap_ev="7.303 / 7.281" e_lumo_ev="-8.607 / -8.640" homo_energy_ev="-15.91 / -15.92" total_charge=+1
C -0.200 0.124 0.387 -0.139
N 0.701 -0.103 -0.920 0.142
N -1.097 -0.570 0.730 0.219
O 0.274 -0.548 -2.059 0.022
O -0.519 -1.509 -2.165 0.174
H 0.175 0.976 0.994 0.162
H 1.354 0.749 -1.001 0.213
H -1.923 -1.278 0.561 0.207

---

iii | 8
Properties=species:S:1:pos:R:3:lowdin_charge:R:1 method="wB97M-V/def2-TZVPD" multiplicity=1 gap_ev=10.317 e_lumo_ev=-7.338 smiles="[NH2+]=C[N+](=O)[O-]" homo_energy_ev=-17.65 total_charge=+1
N 1.082 0.146 0.295 0.295
C 0.076 -0.552 0.321 0.103
N -1.125 0.107 -0.374 -0.319
O -0.787 1.198 -0.793 0.118
O -2.171 -0.464 -0.415 0.213
H 2.097 0.145 0.461 0.208
H 0.844 1.077 -0.116 0.166
H -0.015 -1.657 0.622 0.214

---

iv | 8
Properties=species:S:1:pos:R:3:lowdin_charge:R:1 method="wB97M-V/def2-TZVPD" multiplicity=1 gap_ev="8.596 / 8.596" e_lumo_ev="-7.174 / -7.174" homo_energy_ev="-15.77 / -15.77" total_charge=+1
C -0.374 -0.154 -0.335 -0.276
N 2.457 0.769 -0.319 0.348
N -1.518 -0.505 0.157 0.159
O 3.104 0.957 0.551 0.323
O 0.565 0.284 0.462 -0.076
H -0.123 -0.156 -1.369 0.136
H -2.346 -1.028 -0.313 0.192
H -1.765 -0.166 1.166 0.194

---

iv comes first in stability; the runner-up is 187.4 kJ/mol higher.

---

i | 24
Properties=species:S:1:pos:R:3:lowdin_charge:R:1 method="wB97M-V/def2-TZVPD" multiplicity=1 gap_ev=10.537 e_lumo_ev=-2.943 homo_energy_ev=-13.48 total_charge=+1
C 3.327 -0.649 -0.051 -0.157
C -3.180 -0.592 -0.124 -0.015
C -2.094 1.734 0.059 -0.030
C -0.475 -1.714 0.037 -0.060
C 2.308 0.330 -0.506 -0.485
C -1.920 0.226 0.033 -0.406
N -0.740 -0.213 0.013 -0.146
S 1.240 0.598 0.869 1.093
H 2.808 -1.413 0.530 0.076
H 3.953 -1.037 -0.839 0.095
H 4.080 -0.262 0.614 0.082
H -3.456 -1.264 0.733 0.115
H -2.825 -1.229 -1.020 0.124
H -4.078 -0.039 -0.210 0.062
H -1.821 2.243 1.061 0.115
H -3.127 1.929 -0.304 0.091
H -1.251 2.213 -0.486 0.076
H 0.209 -1.956 -0.705 0.059
H -0.187 -2.092 0.969 0.073
H -1.354 -2.233 -0.243 0.055
H 1.636 0.040 -1.344 0.105
H 2.785 1.290 -0.864 0.126
H 0.804 1.730 0.618 -0.072
H 2.217 1.256 1.632 0.024

---

ii | 24
Properties=species:S:1:pos:R:3:lowdin_charge:R:1 method="wB97M-V/def2-TZVPD" multiplicity=1 gap_ev=9.991 e_lumo_ev=-3.264 homo_energy_ev=-13.26 total_charge=+1
C -3.520 -0.075 0.762 -0.107
C 3.213 -0.109 0.123 -0.042
C 1.497 1.718 -0.290 -0.010
C 0.852 -2.098 -0.125 -0.065
C -2.143 0.631 0.498 -0.442
C 1.757 0.181 -0.166 -0.400
N 0.788 -0.610 -0.359 -0.126
S -1.453 -0.022 -1.030 1.082
H -3.854 0.142 1.683 0.044
H -4.277 0.258 0.074 0.077
H -3.342 -1.114 0.571 0.075
H 3.661 -0.560 -0.828 0.112
H 3.396 -1.015 0.960 0.145
H 3.729 0.823 0.553 0.101
H 0.425 1.898 -0.411 0.038
H 2.109 1.949 -1.083 0.061
H 1.785 2.193 0.659 0.103
H -0.128 -2.575 -0.174 0.071
H 1.319 -2.426 -0.988 0.060
H 1.419 -2.441 0.707 0.073
H -1.560 0.213 1.231 0.043
H -2.267 1.757 0.647 0.139
H -0.715 0.991 -1.304 -0.072
H -2.688 0.290 -1.709 0.040

---

i comes first in stability; the runner-up is 31.3 kJ/mol higher.